Density functional theory data (ωB97M-V with the def2-TZVPD basis set) for a cluster of 11 separate species, C36H40F6O5 in total.

Cartesian coordinates (Å):
F (-15.003, -11.852, -9.809)
F (-19.079, -10.257, -5.634)
F (-12.317, -16.161, -8.893)
F (-14.791, -16.541, -10.801)
F (-20.511, -8.444, -10.096)
F (-14.478, -13.835, -2.313)
O (-8.683, -9.237, -6.138)
O (-13.838, -7.938, -10.038)
O (-12.519, -10.519, -10.711)
O (-13.582, -10.599, -13.291)
O (-15.932, -9.199, -12.325)
C (-11.198, -14.061, -8.895)
C (-9.151, -13.831, -7.615)
C (-14.109, -12.072, -7.676)
C (-13.283, -15.150, -11.931)
C (-10.296, -15.938, -7.611)
C (-14.021, -14.054, -13.941)
C (-18.879, -9.916, -11.038)
C (-18.383, -11.206, -11.231)
C (-14.523, -15.716, -11.847)
C (-15.306, -9.049, -6.736)
C (-10.195, -13.300, -8.345)
C (-15.370, -14.023, -3.283)
C (-20.274, -12.110, -10.034)
C (-15.483, -15.375, -12.737)
C (-17.035, -9.434, -5.023)
C (-19.020, -12.293, -10.683)
C (-17.401, -10.056, -7.363)
C (-17.011, -13.322, -4.837)
C (-11.291, -15.412, -8.462)
C (-15.735, -9.040, -5.427)
C (-16.146, -9.567, -7.691)
C (-17.819, -9.960, -6.025)
C (-12.993, -14.301, -13.000)
C (-17.278, -14.670, -5.120)
C (-14.172, -14.249, -6.570)
C (-15.610, -15.358, -3.577)
C (-16.010, -12.992, -3.917)
C (-15.257, -14.641, -13.879)
C (-13.846, -12.880, -6.621)
C (-14.774, -14.772, -7.672)
C (-14.720, -12.673, -8.753)
C (-15.160, -13.984, -8.777)
C (-20.806, -10.864, -9.909)
C (-16.564, -15.649, -4.510)
C (-9.239, -15.178, -7.232)
C (-20.062, -9.752, -10.383)
H (-17.647, -12.589, -5.311)
H (-13.606, -11.547, -13.236)
H (-16.127, -8.684, -13.111)
H (-12.904, -10.374, -12.673)
H (-12.605, -15.349, -11.131)
H (-8.488, -15.633, -6.645)
H (-14.861, -15.873, -7.652)
H (-13.316, -12.440, -5.853)
H (-13.741, -13.325, -14.685)
H (-18.026, -14.793, -5.914)
H (-14.992, -9.565, -12.534)
H (-14.318, -7.949, -10.882)
H (-8.284, -13.231, -7.387)
H (-15.992, -11.937, -3.615)
H (-16.461, -15.850, -12.550)
H (-13.818, -14.807, -5.781)
H (-13.781, -11.072, -7.785)
H (-10.375, -16.979, -7.382)
H (-11.997, -13.647, -9.452)
H (-13.304, -10.974, -10.391)
H (-12.752, -9.554, -10.571)
H (-15.911, -9.563, -8.774)
H (-17.428, -11.414, -11.707)
H (-18.230, -9.043, -11.254)
H (-17.928, -10.456, -8.279)
H (-17.392, -9.364, -4.029)
H (-16.661, -16.693, -4.773)
H (-13.604, -7.045, -9.808)
H (-21.867, -10.744, -9.622)
H (-8.423, -9.079, -7.049)
H (-12.007, -13.761, -13.130)
H (-15.779, -14.324, -9.651)
H (-10.173, -12.281, -8.598)
H (-14.368, -8.622, -7.030)
H (-20.843, -12.996, -10.048)
H (-18.717, -13.329, -10.828)
H (-14.985, -16.069, -3.076)
H (-9.646, -9.244, -6.138)
H (-16.054, -14.566, -14.571)
H (-15.022, -8.556, -4.751)

Values from the calculation:
Calculated total energy, Ha: -2371.12851
Structure (SMILES): Fc1ccccc1.Fc1ccccc1.Fc1ccccc1.Fc1ccccc1.Fc1ccccc1.Fc1ccccc1.O.O.O.O.O
Kohn-Sham gap, eV: 9.117
HOMO level, eV: -9.068